14
Properties=species:S:1:pos:R:3 method="wB97M-V/def2-TZVPD" gap_ha=0.368 fmax_ev_per_a=1.4 e_above_lowest_ev=1.156 multiplicity=1 e_lumo_ev=-4.073 charge=+1
N 1.326 1.723 0.254
H 1.682 1.222 1.078
H 2.150 2.039 -0.260
H 0.859 1.023 -0.364
H 0.718 2.432 0.678
C -0.276 -1.526 0.822
C -0.288 -0.772 -0.504
C -1.278 0.068 -0.827
H 0.734 -1.666 1.231
H -0.935 -1.082 1.585
H -0.686 -2.548 0.671
H 0.541 -1.078 -1.154
H -1.343 0.582 -1.781
H -2.087 0.232 -0.111

***

72
Properties=species:S:1:pos:R:3 method="wB97M-V/def2-TZVPD" gap_ha="0.254 / 0.247" s2=0.754 fmax_ev_per_a=1.5 e_above_lowest_ev=0.317 multiplicity=2 e_lumo_ev="1.935 / 1.903" charge=-1
Rh -0.593 -0.735 0.314
O 1.235 2.951 0.344
C 0.405 2.096 0.608
O -0.071 1.229 -0.209
C -0.255 2.112 2.007
C -1.750 1.796 1.869
C -2.504 2.130 3.160
C -2.071 0.965 4.084
C -1.117 0.195 3.169
O -1.768 0.352 1.888
C 0.188 1.000 3.018
C 1.407 0.168 2.619
O 2.479 0.388 3.130
O 1.145 -0.771 1.750
H -0.072 3.100 2.427
H -2.199 2.161 0.950
H -3.579 2.121 2.988
H -2.221 3.111 3.542
H -2.918 0.338 4.359
H -1.575 1.301 4.994
H -0.996 -0.861 3.395
H 0.473 1.449 3.970
C 5.366 -4.541 6.043
C 4.590 -4.060 4.847
C 3.466 -4.736 4.402
C 2.741 -4.307 3.294
C 1.504 -5.098 2.926
C 3.183 -3.172 2.595
Te 1.923 -2.746 0.825
N 0.860 -1.610 -0.721
C 0.650 -2.608 -1.589
O 1.299 -3.674 -1.567
C -0.379 -2.396 -2.663
C -0.751 -3.480 -3.447
C -1.774 -3.353 -4.373
C -2.424 -2.136 -4.527
C -2.036 -1.043 -3.764
C -1.016 -1.170 -2.833
C 3.654 -2.424 -0.331
C 3.898 -1.134 -0.781
C 5.020 -0.880 -1.556
C 5.872 -1.922 -1.889
C 5.597 -3.212 -1.462
C 4.483 -3.487 -0.674
C 4.175 -4.889 -0.230
C 4.292 -2.451 3.051
C 4.801 -1.209 2.382
C 4.979 -2.916 4.167
H 4.971 -5.484 6.418
H 5.325 -3.810 6.853
H 6.418 -4.687 5.791
H 3.134 -5.622 4.934
H 1.453 -6.006 3.526
H 1.486 -5.389 1.876
H 0.594 -4.520 3.102
H -0.234 -4.419 -3.299
H -2.073 -4.207 -4.968
H -3.231 -2.038 -5.243
H -2.528 -0.087 -3.894
H -0.696 -0.310 -2.254
H 3.214 -0.333 -0.529
H 5.219 0.127 -1.900
H 6.749 -1.734 -2.496
H 6.245 -4.029 -1.757
H 4.752 -5.613 -0.806
H 3.114 -5.106 -0.376
H 4.412 -5.025 0.829
H 4.000 -0.625 1.940
H 5.523 -1.466 1.601
H 5.297 -0.567 3.110
H 5.844 -2.361 4.516
I -1.664 -3.000 1.186

***

86
Properties=species:S:1:pos:R:3 method="wB97M-V/def2-TZVPD" gap_ha=0.310 fmax_ev_per_a=1.7 e_above_lowest_ev=0.325 multiplicity=1 e_lumo_ev=-3.117 charge=+1
N 5.067 3.044 0.665
C 5.048 1.642 1.016
N 5.454 1.346 2.398
N 6.069 1.006 0.151
C 3.676 0.960 0.744
N 2.575 1.900 0.636
C 1.313 1.667 0.290
N 0.404 2.649 0.195
C -0.728 2.054 -0.162
P -2.201 3.147 -0.347
O -2.627 2.784 -1.873
Br -3.821 2.281 0.933
N -0.571 0.741 -0.294
I -2.105 -0.640 -0.877
N 0.744 0.469 -0.003
C 1.230 -0.887 -0.026
C 1.774 -1.329 -1.407
O 2.323 -0.277 -2.151
C 2.741 -2.479 -1.180
F 3.251 -2.937 -2.308
F 2.097 -3.479 -0.572
F 3.773 -2.126 -0.402
H 4.739 3.607 1.446
H 6.042 3.301 0.547
H 6.290 0.774 2.361
H 5.753 2.200 2.852
H 6.006 -0.001 0.289
H 5.780 1.144 -0.817
H 3.501 0.278 1.579
H 3.736 0.344 -0.150
H 2.772 2.867 0.842
H -3.497 3.169 -2.062
H 1.955 -1.020 0.773
H 0.411 -1.561 0.224
H 0.938 -1.769 -1.958
H 3.271 -0.417 -2.268
C -5.949 -3.535 -3.567
C -4.874 -3.644 -4.632
O -3.829 -2.811 -4.078
C -4.009 -2.760 -2.769
O -3.193 -2.285 -2.006
O -5.159 -3.285 -2.381
H -6.539 -4.438 -3.452
H -6.616 -2.689 -3.723
H -4.486 -4.656 -4.742
H -5.184 -3.275 -5.604
C 4.163 0.523 7.418
C 4.861 -0.546 6.600
O 5.184 0.160 5.395
C 5.238 1.480 5.682
O 5.649 2.319 4.945
O 4.769 1.723 6.924
H 4.328 0.424 8.487
H 3.090 0.565 7.225
H 5.786 -0.891 7.064
H 4.231 -1.404 6.384
C 3.245 -4.904 2.156
C 2.096 -5.858 1.896
O 2.138 -6.704 3.045
C 2.749 -6.028 4.052
O 2.792 -6.384 5.180
O 3.304 -4.878 3.582
H 3.071 -3.907 1.764
H 4.195 -5.278 1.770
H 1.129 -5.350 1.868
H 2.218 -6.439 0.985
C -9.133 2.505 1.288
C -8.571 1.347 0.487
O -8.097 1.998 -0.697
C -7.858 3.300 -0.395
O -7.298 4.063 -1.113
O -8.336 3.602 0.831
H -9.028 2.377 2.362
H -10.179 2.708 1.053
H -7.727 0.865 0.986
H -9.314 0.594 0.240
C -2.763 3.921 -5.178
C -2.219 2.708 -5.907
O -1.776 3.269 -7.141
C -1.527 4.592 -6.943
O -0.989 5.300 -7.723
O -1.981 4.982 -5.723
H -2.633 3.865 -4.102
H -3.816 4.107 -5.404
H -1.365 2.262 -5.393
H -2.969 1.941 -6.081

***

96
Properties=species:S:1:pos:R:3 method="wB97M-V/def2-TZVPD" gap_ha="0.185 / 0.173" fmax_ev_per_a=0.4 e_above_lowest_ev=2.414 multiplicity=1 e_lumo_ev="3.656 / 3.657" charge=-2
In 0.784 -1.626 -0.151
C 2.685 -5.549 -2.215
C 2.411 -4.681 -1.147
N 1.754 -3.613 -1.570
N 1.586 -3.762 -2.896
C 2.130 -4.917 -3.310
B 0.787 -2.708 -3.694
N 1.476 -1.346 -3.589
C 2.266 -0.785 -4.516
C 2.728 0.415 -4.027
C 2.155 0.499 -2.753
N 1.404 -0.563 -2.488
N -0.637 -2.621 -3.129
C -1.791 -2.791 -3.794
C -2.830 -2.689 -2.896
C -2.197 -2.446 -1.669
N -0.882 -2.400 -1.819
H 3.197 -6.496 -2.189
H 2.647 -4.781 -0.100
H 2.085 -5.200 -4.350
H 0.735 -3.047 -4.855
H 2.442 -1.286 -5.454
H 3.388 1.119 -4.503
H 2.266 1.265 -2.008
H -1.784 -2.986 -4.853
H -3.885 -2.764 -3.093
H -2.629 -2.317 -0.693
O 3.113 -0.462 3.734
C 2.030 0.034 3.789
O 0.961 -0.483 3.086
C 1.570 1.186 4.586
C 2.373 2.007 5.364
C 1.788 3.066 6.032
C 0.411 3.291 5.909
C -0.390 2.480 5.127
C 0.212 1.412 4.458
S -0.489 0.311 3.323
H 3.437 1.815 5.408
H 2.391 3.731 6.637
H -0.037 4.131 6.428
H -1.450 2.674 5.026
C -7.981 -3.056 2.752
O -6.697 -2.489 2.877
C -6.623 -1.126 3.024
C -7.650 -0.350 3.525
C -7.484 1.030 3.653
C -6.275 1.604 3.297
C -5.234 0.821 2.813
C -5.392 -0.554 2.646
N -4.402 -1.377 2.159
C -3.252 -1.008 1.462
C -3.181 -0.049 0.436
C -4.295 0.581 -0.165
C -4.146 1.437 -1.240
C -2.871 1.692 -1.750
C -1.754 1.102 -1.178
C -1.862 0.240 -0.080
O -0.816 -0.270 0.509
H -8.469 -3.167 3.726
H -7.848 -4.041 2.309
H -8.617 -2.447 2.103
H -8.580 -0.813 3.827
H -8.296 1.637 4.032
H -6.131 2.672 3.395
H -4.287 1.264 2.535
H -4.474 -2.347 2.416
H -2.368 -1.580 1.704
H -5.289 0.353 0.200
H -5.016 1.901 -1.689
H -2.755 2.346 -2.607
H -0.760 1.266 -1.580
N 6.171 3.723 -5.348
C 6.071 3.006 -4.138
C 5.278 3.489 -3.098
C 5.198 2.803 -1.900
C 5.908 1.621 -1.718
C 6.705 1.142 -2.743
C 6.785 1.829 -3.948
S 5.803 0.753 -0.164
O 6.607 -0.431 -0.337
O 6.232 1.711 0.841
N 4.295 0.364 -0.059
C 3.371 1.137 0.519
S 3.670 2.603 1.484
C 1.964 2.839 1.625
C 1.303 1.841 1.004
N 2.081 0.884 0.394
H 5.359 4.287 -5.545
H 6.402 3.140 -6.138
H 4.713 4.405 -3.236
H 4.578 3.185 -1.097
H 7.244 0.218 -2.589
H 7.405 1.446 -4.753
H 1.549 3.663 2.183
H 0.232 1.729 0.944
I -0.332 -3.778 1.562

***

58
Properties=species:S:1:pos:R:3 method="wB97M-V/def2-TZVPD" gap_ha=0.334 fmax_ev_per_a=0.8 e_above_lowest_ev=0.195 multiplicity=1 e_lumo_ev=0.693 smiles="CC[C@@](C)(C(=O)NC1CCCCC1)N(Cc1ccco1)C(=O)Cc1cccs1"
C 2.870 1.975 0.457
C 1.504 2.237 -0.173
C 0.787 0.949 -0.617
C 1.403 0.399 -1.906
C 0.839 -0.007 0.605
O 0.237 0.291 1.618
N 1.680 -1.052 0.522
C 1.718 -2.076 1.549
C 3.164 -2.439 1.886
C 3.193 -3.501 2.981
C 2.417 -4.742 2.550
C 0.977 -4.377 2.199
C 0.949 -3.320 1.101
N -0.650 1.173 -0.868
C -1.178 2.488 -1.146
C -1.795 3.134 0.059
C -1.769 2.803 1.380
C -2.550 3.786 2.042
C -2.988 4.633 1.075
O -2.539 4.248 -0.135
C -1.432 0.071 -0.823
O -0.960 -1.044 -0.679
C -2.933 0.271 -0.982
C -3.294 0.552 -2.402
C -2.755 0.011 -3.528
C -3.352 0.491 -4.716
C -4.338 1.390 -4.479
S -4.563 1.673 -2.796
H 2.769 1.395 1.370
H 3.529 1.441 -0.222
H 3.338 2.925 0.707
H 0.878 2.743 0.563
H 1.643 2.895 -1.034
H 0.941 -0.550 -2.167
H 2.478 0.272 -1.814
H 1.212 1.103 -2.716
H 2.005 -1.338 -0.386
H 1.230 -1.641 2.426
H 3.703 -1.547 2.210
H 3.657 -2.824 0.989
H 2.745 -3.092 3.889
H 4.227 -3.768 3.209
H 2.429 -5.483 3.352
H 2.901 -5.186 1.677
H 0.436 -5.267 1.870
H 0.474 -3.989 3.087
H -0.074 -3.034 0.856
H 1.413 -3.721 0.196
H -1.931 2.422 -1.940
H -0.375 3.119 -1.534
H -1.262 1.967 1.818
H -2.751 3.845 3.091
H -3.601 5.512 1.109
H -3.281 1.072 -0.328
H -3.402 -0.664 -0.662
H -1.958 -0.710 -3.505
H -3.057 0.176 -5.701
H -4.956 1.909 -5.184

***

18
Properties=species:S:1:pos:R:3 method="wB97M-V/def2-TZVPD" gap_ha=0.337 fmax_ev_per_a=3.4 e_above_lowest_ev=2.080 multiplicity=1 e_lumo_ev=-0.273
C 0.872 -1.122 0.142
C -0.407 0.620 1.147
C -0.416 -0.090 -0.192
C -1.636 -0.879 -0.584
N -0.047 0.885 -1.323
O -0.749 0.933 -2.291
O 1.082 1.292 -1.283
O 2.271 0.468 1.696
O 2.029 -0.872 -0.475
O -0.235 1.953 1.040
S 1.068 -0.349 1.859
H 0.321 -2.095 0.186
H -1.212 0.415 1.805
H -2.535 -0.217 -0.815
H -1.902 -1.679 0.217
H -1.358 -1.361 -1.470
H 2.198 0.096 -0.438
H 0.654 2.003 0.778

***

23
Properties=species:S:1:pos:R:3 method="wB97M-V/def2-TZVPD" gap_ha=0.334 fmax_ev_per_a=6.3 e_above_lowest_ev=3.051 multiplicity=1 e_lumo_ev=0.847 smiles="CC/C=C/NCC.O"
C 1.163 1.461 -2.006
C -0.293 1.006 -1.958
C -0.464 0.497 -0.543
C 0.142 -0.799 -0.330
N 0.045 -1.613 0.829
C -0.148 -0.859 2.093
C 0.917 0.304 2.154
H 1.438 1.629 -3.010
H 1.831 0.839 -1.437
H 1.220 2.494 -1.689
H -0.920 1.933 -2.098
H -0.685 0.319 -2.736
H -1.034 1.003 0.172
H 0.638 -1.198 -1.248
H 0.957 -2.165 0.891
H -0.035 -1.499 2.965
H -1.192 -0.478 2.031
H 1.107 0.706 1.118
H 0.698 1.232 2.756
H 1.864 -0.009 2.537
O -2.818 -1.838 -0.054
H -2.585 -1.086 -0.743
H -1.844 -1.878 0.303

***

16
Properties=species:S:1:pos:R:3 method="wB97M-V/def2-TZVPD" gap_ha="0.453 / 0.158" s2=0.753 fmax_ev_per_a=1.6 e_above_lowest_ev=0.376 multiplicity=2 e_lumo_ev="-3.274 / -11.134" charge=+1
C -0.486 -0.511 -1.973
C 0.261 0.777 -1.803
H 0.116 -1.419 -1.936
H -1.268 -0.683 -1.208
H -1.148 -0.495 -2.843
H -0.308 1.624 -2.198
H 0.543 1.048 -0.777
H 1.132 0.808 -2.460
C 0.722 -0.563 1.987
C -0.463 0.258 1.947
H 0.730 -1.356 1.212
H 1.679 -0.096 1.599
H 1.036 -0.855 2.994
H -0.480 0.953 1.042
H -0.692 0.798 2.859
H -1.374 -0.288 1.559

***

78
Properties=species:S:1:pos:R:3 method="wB97M-V/def2-TZVPD" gap_ha=0.193 fmax_ev_per_a=2.0 e_above_lowest_ev=0.000 multiplicity=1 e_lumo_ev=-8.784 charge=+2
Sn 0.111 0.178 1.767
C -1.545 1.276 3.303
C -2.126 -0.027 3.080
C -0.209 -0.302 4.367
C -0.372 1.100 4.125
C -1.289 -0.995 3.726
C -2.125 2.598 2.933
H -2.864 2.513 2.125
H -1.340 3.304 2.618
H -2.630 3.050 3.804
C 0.359 2.190 4.821
H 0.261 3.147 4.290
H 1.425 1.943 4.934
H -0.059 2.338 5.830
C 0.793 -0.908 5.276
H 0.504 -0.741 6.326
H 1.787 -0.459 5.128
H 0.871 -1.993 5.132
C -1.535 -2.456 3.826
H -2.010 -2.699 4.794
H -0.595 -3.029 3.780
H -2.201 -2.821 3.031
C -3.419 -0.312 2.409
H -4.219 -0.439 3.157
H -3.376 -1.237 1.821
H -3.719 0.505 1.744
C -0.048 1.610 -4.947
C -1.353 1.837 -4.737
C -2.484 1.142 -5.436
C -2.260 -0.350 -5.799
C -1.671 -1.194 -4.708
C -0.367 -1.403 -4.481
C 0.778 -0.808 -5.246
C 0.532 0.586 -5.879
H -2.736 1.673 -6.371
H -1.686 -0.420 -6.733
H -3.381 1.208 -4.800
H -0.057 0.471 -6.799
H 0.695 2.272 -4.485
H -1.657 2.690 -4.118
H 1.520 0.961 -6.195
H 1.645 -0.729 -4.569
H -0.076 -2.152 -3.733
H 1.084 -1.497 -6.053
H -3.258 -0.765 -6.017
H -2.413 -1.731 -4.105
P 0.102 1.126 -0.695
P 0.960 -1.959 0.373
C 0.825 -0.124 -1.818
C 1.639 -1.280 -1.187
H 1.457 0.434 -2.529
H -0.023 -0.532 -2.384
H 1.664 -2.141 -1.877
H 2.673 -0.964 -0.978
C 2.203 -2.971 1.205
H 1.754 -3.392 2.116
H 3.084 -2.367 1.461
H 2.485 -3.780 0.513
C -0.396 -3.083 -0.030
H -0.042 -3.756 -0.820
H -1.283 -2.536 -0.371
H -0.651 -3.660 0.870
C 1.088 2.637 -0.760
H 0.641 3.362 -0.061
H 1.041 3.029 -1.789
H 2.129 2.442 -0.460
C -1.579 1.521 -1.229
H -2.266 0.701 -0.988
H -1.604 1.704 -2.312
H -1.907 2.422 -0.693
F 5.839 0.275 3.393
C 4.494 0.300 3.461
F 4.060 -0.945 3.797
F 4.119 1.153 4.454
S 3.718 0.757 1.814
O 4.252 2.032 1.416
O 3.978 -0.388 0.963
O 2.259 0.858 2.213

***

19
Properties=species:S:1:pos:R:3 method="wB97M-V/def2-TZVPD" gap_ha=0.389 fmax_ev_per_a=0.8 e_above_lowest_ev=1.547 multiplicity=1 e_lumo_ev=1.020 smiles=CC(C)[C@H]1C[C@H]1O
C 1.464 0.967 0.595
C 0.808 -0.372 0.226
C 1.647 -1.044 -0.870
C -0.611 -0.322 -0.355
C -1.916 -0.674 0.320
C -1.711 0.696 -0.251
O -1.616 1.808 0.584
H 1.096 1.390 1.536
H 2.550 0.818 0.690
H 1.300 1.714 -0.190
H 0.823 -1.017 1.116
H 2.676 -1.245 -0.558
H 1.677 -0.382 -1.745
H 1.188 -1.984 -1.192
H -0.605 -0.730 -1.362
H -2.549 -1.397 -0.186
H -1.961 -0.753 1.404
H -2.213 0.931 -1.188
H -2.048 1.596 1.427

***

9
Properties=species:S:1:pos:R:3 method="wB97M-V/def2-TZVPD" gap_ha=0.221 fmax_ev_per_a=2.3 e_above_lowest_ev=0.000 multiplicity=1 e_lumo_ev=-3.598 charge=+1
O -0.219 -0.018 0.700
C -1.099 0.505 0.078
C -2.270 0.745 -0.520
O -3.218 -0.134 -0.747
Na 2.380 -0.239 0.648
F 4.501 -0.636 0.446
H -2.430 1.821 -0.706
Li -3.797 -1.749 -0.498
Li 6.153 -0.296 0.600

***

- What is the multiplicity in the first record?
  1